Entry 1:
Computed, not measured: 2 unconnected molecules or ions with the total composition CHF2NO3 at a distorted geometry, with ωB97M-V with the def2-TZVPD basis set.

Summary:
- Energy relative to the best compared isomer or geometry (same formula, charge and spin): 1.056 eV
- Orbital gap (alpha / beta): 9.75 / 8.49 eV
- Highest occupied orbital energy (alpha / beta): -0.3473 / -0.4170 Ha
- Maximum force: 2.642 eV Å⁻¹

ORCA input file:
```
! wB97M-V def2-TZVPD RIJCOSX def2/J DEFGRID3
* xyz 0 3
C -0.45 0.57 0.35
N -0.72 -0.80 0.40
O -1.02 -1.34 -0.66
O -0.65 -1.32 1.47
O 1.80 0.49 -0.84
F -0.89 1.41 -0.55
F -0.12 1.20 1.41
H 2.05 -0.20 -1.57
*
```

Charges computed using Löwdin, reported in e: -0.355 -0.381 0.068 0.116 0.024 0.202 0.235 0.091

***

Entry 2:
Computed, not measured: 2 unconnected molecules or ions with the total composition C2BrNO2 at a distorted geometry, with ωB97M-V with the def2-TZVPD basis set.

Summary:
- Energy relative to the best compared isomer or geometry (same formula, charge and spin): 4.475 eV
- Orbital gap (alpha / beta): 6.23 / 6.24 eV
- Highest occupied orbital energy (alpha / beta): -0.3204 / -0.3207 Ha
- Maximum force: 2.860 eV Å⁻¹

ORCA input file:
```
! wB97M-V def2-TZVPD RIJCOSX def2/J DEFGRID3
* xyz 0 1
C -0.09 -0.11 0.66
C 0.61 -0.86 -0.18
N -0.58 0.61 1.44
O 1.28 -1.35 -0.96
O -0.88 0.78 -1.19
Br -0.26 1.19 -2.72
*
```

Charges computed using Löwdin, reported in e: -0.223 -0.061 0.275 0.294 -0.943 0.659

***

Entry 3:
Computed, not measured: 2 unconnected molecules or ions with the total composition C2H10N2S at a distorted geometry, with ωB97M-V with the def2-TZVPD basis set.

Summary:
- Energy relative to the best compared isomer or geometry (same formula, charge and spin): 1.378 eV
- Orbital gap: 9.84 eV
- Highest occupied orbital energy: -0.3363 Ha
- Maximum force: 5.147 eV Å⁻¹
- SMILES: NCN.CS

ORCA input file:
```
! wB97M-V def2-TZVPD RIJCOSX def2/J DEFGRID3
* xyz 0 1
C 2.21 -1.98 -0.07
S 2.72 -0.39 -0.78
H 1.12 -2.16 -0.12
H 2.49 -2.10 0.97
H 2.75 -2.72 -0.71
H 2.30 0.49 0.15
N -2.21 0.98 1.65
C -2.52 0.36 0.30
N -2.90 1.47 -0.51
H -1.66 0.21 1.92
H -1.63 1.77 1.34
H -3.27 -0.36 0.59
H -1.62 -0.15 -0.17
H -2.48 2.32 -0.31
H -3.94 1.59 -0.58
*
```

Charges computed using Löwdin, reported in e: -0.511 0.603 0.025 0.020 0.032 -0.173 -0.017 -0.363 -0.020 0.022 0.051 0.101 0.109 0.024 0.097

***

Entry 4:
Computed, not measured: a molecular structure, C36H47As2CoN3O3, with ωB97M-V with the def2-TZVPD basis set.

Summary:
- Energy relative to the best compared isomer or geometry (same formula, charge and spin): 0.000 eV
- Orbital gap (alpha / beta): 8.13 / 7.78 eV
- Highest occupied orbital energy (alpha / beta): -0.2800 / -0.2674 Ha
- Maximum force: 0.911 eV Å⁻¹

ORCA input file:
```
! wB97M-V def2-TZVPD RIJCOSX def2/J DEFGRID3
* xyz 0 2
Co 0.14 0.04 2.27
C -2.32 -1.71 -0.30
C -1.29 -2.79 -0.56
As 0.00 -2.27 -1.96
C 1.22 -3.79 -1.79
C 1.82 -4.03 -0.56
C 2.75 -5.05 -0.43
C 3.10 -5.83 -1.52
C 2.51 -5.58 -2.76
C 1.57 -4.56 -2.89
C -1.02 -2.83 -3.52
C -1.11 -1.95 -4.60
C -1.83 -2.28 -5.73
C -2.48 -3.51 -5.81
C -2.39 -4.40 -4.74
C -1.66 -4.06 -3.61
As -1.61 -0.01 0.39
C -3.25 0.70 1.16
C -3.76 0.06 2.29
C -4.92 0.54 2.89
C -5.57 1.65 2.37
C -5.06 2.28 1.25
C -3.90 1.81 0.64
C -1.43 1.13 -1.18
C -1.84 0.77 -2.46
C -1.67 1.64 -3.52
C -1.11 2.90 -3.31
C -0.71 3.27 -2.03
C -0.86 2.38 -0.98
H -3.01 -2.02 0.49
H -2.93 -1.51 -1.18
H -1.80 -3.70 -0.87
H -0.71 -3.03 0.33
H 1.58 -3.44 0.32
H 3.21 -5.24 0.54
H 3.82 -6.63 -1.42
H 2.77 -6.19 -3.62
H 1.11 -4.39 -3.86
H -0.60 -0.99 -4.54
H -1.89 -1.58 -6.56
H -3.04 -3.77 -6.69
H -2.89 -5.36 -4.80
H -1.59 -4.77 -2.80
H -3.25 -0.79 2.72
H -5.30 0.04 3.77
H -6.47 2.02 2.84
H -5.56 3.15 0.84
H -3.52 2.32 -0.24
H -2.29 -0.20 -2.64
H -1.99 1.35 -4.52
H -0.99 3.59 -4.14
H -0.29 4.25 -1.85
H -0.54 2.67 0.02
O -1.14 -1.49 2.99
N -0.24 -2.39 2.80
O -0.43 -3.56 3.04
O 0.85 -1.95 2.33
C 1.88 4.46 1.41
C 3.10 3.55 1.36
N 3.00 2.48 0.37
C 3.82 2.59 -0.83
C 3.24 3.53 -1.88
C 2.15 1.44 0.58
C 1.98 0.41 -0.50
N 1.52 1.26 1.69
H 1.98 5.20 2.21
H 0.97 3.89 1.60
H 1.76 5.00 0.47
H 3.30 3.12 2.35
H 3.99 4.13 1.10
H 3.97 1.60 -1.25
H 4.80 2.94 -0.52
H 2.23 3.21 -2.17
H 3.87 3.52 -2.78
H 3.18 4.55 -1.52
H 2.86 -0.24 -0.55
H 1.82 0.85 -1.49
H 1.13 -0.22 -0.25
H 1.74 1.94 2.41
C 0.64 2.28 6.00
C 1.12 1.76 4.65
C 2.57 1.28 4.75
C 0.22 0.65 4.13
H 1.29 3.07 6.39
H 0.62 1.47 6.73
H -0.37 2.69 5.93
H 1.08 2.63 3.97
H 2.67 0.64 5.63
H 3.27 2.10 4.87
H 2.86 0.68 3.88
H -0.84 0.90 4.26
H 0.40 -0.27 4.71
*
```

Charges computed using Löwdin, reported in e: 0.315 -0.401 -0.419 1.315 -0.393 -0.109 -0.082 -0.096 -0.091 -0.118 -0.417 -0.138 -0.087 -0.089 -0.080 -0.115 1.325 -0.351 -0.110 -0.078 -0.091 -0.087 -0.097 -0.398 -0.118 -0.081 -0.083 -0.093 -0.136 0.071 0.064 0.067 0.038 0.081 0.106 0.100 0.101 0.094 0.083 0.101 0.102 0.104 0.104 0.084 0.105 0.101 0.102 0.091 0.077 0.103 0.103 0.102 0.090 -0.128 -0.537 0.067 -0.073 -0.064 -0.193 -0.072 -0.209 -0.064 -0.377 -0.036 0.084 0.081 0.060 0.066 0.112 0.119 0.106 0.119 0.058 0.079 0.071 0.101 0.083 -0.013 0.019 -0.095 -0.523 -0.099 -0.193 0.072 0.080 0.073 0.103 0.082 0.071 0.067 0.063 0.069

***

no.,DFT total energy (Eh)
1,-518.6373
2,-2855.2475
3,-589.8362
4,-7644.1531